[1]
A molecular structure, C26H46O2OsP2, computed with the ωB97M-V functional and the def2-TZVPD basis.

XYZ file:
```
77
Properties=species:S:1:pos:R:3:mulliken_spin:R:1
Os 0.58541 0.60062 1.47793 1.691
C 2.21992 2.10248 3.20798 0.046
C 0.79781 2.32084 3.07404 -0.077
C 1.15724 0.05981 3.51995 0.335
C 2.44105 0.73968 3.47572 0.049
C 0.11983 1.08610 3.44191 0.136
C 3.26496 3.14409 3.08818 0.010
H 2.82254 4.14743 3.11285 -0.001
H 3.83872 3.03072 2.15247 0.007
H 3.98539 3.06806 3.91676 0.006
C 3.74441 0.06511 3.64555 -0.011
H 4.47007 0.72225 4.14118 0.001
H 4.16708 -0.23202 2.67162 0.006
H 3.62819 -0.84569 4.24351 0.000
C 0.96640 -1.37618 3.84907 -0.067
H 1.04068 -1.55360 4.92918 0.013
H 1.73713 -1.97811 3.35211 -0.001
H -0.01556 -1.70831 3.50463 0.025
C -1.30356 0.90994 3.84596 -0.067
H -1.40872 0.88644 4.93900 0.013
H -1.68362 -0.03610 3.45310 -0.004
H -1.91745 1.72508 3.45708 0.003
C 0.16439 3.64381 2.81391 -0.023
H 0.23587 4.28882 3.70187 -0.002
H -0.89347 3.52891 2.55519 0.001
H 0.66625 4.16246 1.98503 0.004
C 1.85808 0.60704 -0.19384 0.497
C 1.72811 1.98692 -0.14259 -0.051
C 0.68600 2.77736 -0.86697 0.017
C -0.79896 2.35832 -0.65398 0.012
C -1.10576 1.36404 0.44885 0.026
C -0.90738 -0.05195 0.28726 -0.001
C -0.27547 -0.59145 -0.97736 0.108
C 1.19306 -0.25339 -1.25641 -0.012
H 0.91971 2.74133 -1.94599 -0.003
H -1.20809 1.99482 -1.60879 0.000
H 0.78825 3.83562 -0.57151 0.005
H 1.30111 0.24429 -2.23566 -0.011
H 3.11809 0.10959 0.10173 0.153
H 2.55239 2.56835 0.28704 0.011
H 1.77005 -1.19026 -1.33177 0.008
H -0.39783 -1.68251 -0.98088 0.012
H -1.59787 -0.71650 0.81356 -0.046
H -0.86905 -0.17821 -1.81982 -0.015
H -1.36286 3.27707 -0.42245 0.003
H -1.90796 1.68067 1.12712 -0.006
P -2.17674 -1.25252 -3.22295 0.392
P -3.95308 -3.08904 -1.80714 0.323
C -3.36517 -2.13048 -4.37793 0.031
C -3.94143 -3.35821 -3.67875 0.011
H -2.82653 -2.40735 -5.29590 0.010
H -4.15789 -1.42371 -4.66651 -0.004
H -4.96441 -3.57438 -4.02194 0.006
H -3.33805 -4.25425 -3.88574 -0.005
C -4.74746 -4.73412 -1.46351 0.061
H -5.02051 -4.77675 -0.40037 -0.001
H -4.04066 -5.54838 -1.67245 -0.002
H -5.65563 -4.89270 -2.06631 0.018
C -5.54941 -2.16509 -1.81434 0.021
H -6.25363 -2.57465 -2.54852 0.008
H -5.37283 -1.10874 -2.03084 -0.001
H -5.99442 -2.24832 -0.81672 -0.001
C -0.64668 -2.08514 -3.83120 0.029
H 0.23736 -1.60572 -3.39068 -0.006
H -0.60231 -2.01784 -4.92627 0.011
H -0.66634 -3.13876 -3.52414 -0.003
C -2.05481 0.32708 -4.16175 0.071
H -3.01655 0.85326 -4.07745 0.001
H -1.83358 0.13102 -5.22193 0.018
H -1.26605 0.95797 -3.73031 -0.009
C 6.46171 0.19179 0.08973 0.019
C 5.04700 0.67897 0.20356 -0.014
O 4.79760 1.87480 0.27295 0.002
O 4.14175 -0.30940 0.23924 0.214
H 6.96021 0.74685 -0.70756 0.003
H 6.50326 -0.88032 -0.10307 -0.001
H 6.98070 0.43035 1.02545 0.000
```

As for the calculated total energy: -1941.4014 hartree. As for the spin multiplicity: 5. The HOMO-LUMO gap (spin up / spin down) is 6.62 / 5.25 eV. The calculation puts the energy relative to the best compared isomer or geometry (same formula, charge and spin) at 0.00 kcal per mole. As for the net charge: +2. The maximum force is 0.070 Eh/bohr.

=====

[2]
A single C4H6ClNO molecule, computed with the ωB97M-V functional and the def2-TZVPD basis.

XYZ file:
```
13
Properties=species:S:1:pos:R:3:nbo_charge:R:1
C 2.30219 0.49760 0.12923 -0.739
C 1.07966 -0.36419 0.01888 0.566
O 1.29962 -1.52685 -0.09959 -0.549
C -0.32641 0.33108 -0.13945 -0.238
Cl -0.22021 2.10737 -0.05619 -0.033
C -1.40504 -0.44639 -0.06414 0.050
N -2.78733 -0.35543 0.14115 -0.803
H 3.06108 -0.30549 -0.39431 0.243
H 2.64245 0.84439 1.17377 0.251
H 2.30079 1.32535 -0.60160 0.236
H -1.22618 -1.50147 0.01591 0.223
H -3.36263 0.55555 0.07386 0.398
H -3.35798 -1.16152 -0.19753 0.397
```

Its structure (SMILES) is CC(=O)/C(Cl)=C/N. As for the calculated total energy: -746.1511 hartree. The HOMO-LUMO gap is 9.50 eV. The calculation puts the energy relative to the best compared isomer or geometry (same formula, charge and spin) at 47.78 kcal per mole. The maximum force is 0.062 Eh/bohr.

=====

[3]
2 unconnected molecules or ions with the total composition C5H11P, computed with the ωB97M-V functional and the def2-TZVPD basis.

XYZ file:
```
17
Properties=species:S:1:pos:R:3:mulliken_spin:R:1
C -1.77685 0.37553 -0.48506 0.018
C -0.88152 -0.23531 0.45166 1.346
C -2.52252 1.59759 -0.01121 0.073
C 2.74377 -1.20270 -0.32945 -0.005
C 2.12846 0.01426 0.33878 0.164
P -2.03473 -1.49007 -0.03405 0.362
H -1.67149 0.32191 -1.56681 0.055
H 1.03448 -0.09955 0.38279 -0.038
H -2.47495 1.67114 1.07377 -0.023
H -3.56728 1.56265 -0.31913 0.002
H -2.06438 2.48726 -0.44206 0.004
H 2.53974 -2.10379 0.24819 0.000
H 3.82392 -1.09389 -0.41947 0.005
H 2.32894 -1.34040 -1.32854 0.002
H 2.34964 0.91551 -0.22633 -0.004
H 2.49432 0.13817 1.35511 -0.003
H -2.44956 -1.51832 1.31183 0.040
```

As for the calculated total energy: -538.2408 hartree. As for the spin multiplicity: 3. The HOMO-LUMO gap (spin up / spin down) is 8.24 / 8.71 eV. The calculation puts the energy relative to the best compared isomer or geometry (same formula, charge and spin) at 45.14 kcal per mole. The maximum force is 0.040 Eh/bohr.